DFT (wB97M-V/def2-TZVPD) results for an isolated ion of composition C3H9N4 and charge +1.

Last column: natural (NBO) charge in e.
CARTESIAN COORDINATES (ANGSTROEM)
1 H 0.603 -2.767 0.378  0.297
2 C 0.043 -2.169 -0.486  -0.724
3 H -0.924 -2.773 -0.683  0.276
4 N -1.207 -0.225 0.022  -0.455
5 H 2.148 -0.412 0.313  0.434
6 C -1.511 1.204 0.310  -0.476
7 H -2.508 1.177 0.954  0.242
8 H 2.342 2.890 0.277  0.367
9 H 0.738 -2.318 -1.276  0.272
10 C -0.040 -0.717 -0.227  0.586
11 N 1.236 1.369 0.053  -0.003
12 N 2.355 1.851 0.340  -0.344
13 H -1.915 -0.842 -0.367  0.439
14 H -1.846 1.810 -0.492  0.245
15 N 1.201 0.018 0.097  -0.442
16 H -0.713 1.903 0.787  0.285

Values from the calculation:
E_tot in Ha: -338.384839
Charge: +1
Orbital gap in eV: 9.646
LUMO in hartree: -0.16601



DFT (wB97M-V/def2-TZVPD) results for C3H9N4 as an isolated structure.

Last column: natural (NBO) charge in e.
CARTESIAN COORDINATES (ANGSTROEM)
1 H -0.195 0.208 2.568  0.424
2 N -0.152 1.689 0.900  -0.481
3 N 0.303 0.294 -0.848  -0.155
4 C -1.023 -0.638 0.994  -0.241
5 N 0.001 0.308 1.539  -0.461
6 H -1.894 -0.276 1.453  0.225
7 H -0.970 -1.421 -1.007  0.258
8 H 2.196 -0.057 -1.903  0.409
9 H 0.125 2.445 1.533  0.420
10 H 0.724 -0.716 -2.377  0.378
11 N 1.318 -0.443 -1.572  -0.644
12 C -0.922 -0.422 -0.550  -0.272
13 H 1.834 1.445 -0.037  0.247
14 C 0.761 1.126 0.038  0.395
15 H -0.776 -1.692 1.245  0.244
16 H -1.756 0.111 -1.015  0.255

Values from the calculation:
E_tot in Ha: -338.340809
Charge: +1
Orbital gap in eV: 10.179
LUMO in hartree: -0.13478